C48H132N12O12 | ωB97M-V/def2-TZVPD

## Properties
E	-94361.0383	eV
HOMO level	-8.35	eV
HOMO-LUMO gap	8.855	eV
SMILES string	COC[C@H](C)N.COC[C@H](C)N.COC[C@H](C)N.COC[C@H](C)N.COC[C@H](C)N.COC[C@H](C)N.COC[C@H](C)N.COC[C@H](C)N.COC[C@H](C)N.COC[C@H](C)N.COC[C@H](C)N.COC[C@H](C)N
2S+1	1

Geometry (Å):
C  -2.36259  -4.89229  4.75404
C  -3.14432  -5.42504  3.55324
C  -2.34993  -5.31369  2.23456
O  -2.05957  -3.93415  2.00816
C  -0.70659  -3.57652  2.19626
N  -3.46487  -6.83245  3.74019
H  -2.91843  -4.98027  5.70058
H  -2.10729  -3.86324  4.56399
H  -1.38885  -5.39416  4.78792
H  -4.02973  -4.81464  3.42274
H  -2.96067  -5.60547  1.37762
H  -1.47115  -5.94886  2.39220
H  -0.06915  -3.71770  1.31879
H  -0.32729  -3.99277  3.14372
H  -0.70206  -2.49527  2.30982
H  -4.07928  -7.03830  4.51715
H  -3.95571  -7.20032  2.93785
C  -1.47920  -2.48716  -3.95118
C  -1.90268  -3.74411  -3.26717
C  -1.08025  -4.06330  -2.03711
O  0.27655  -4.36822  -2.56952
C  1.11623  -4.81493  -1.52035
N  -3.32158  -3.60936  -2.90528
H  -2.02986  -2.41550  -4.89389
H  -0.41333  -2.43847  -4.04034
H  -1.76608  -1.58199  -3.41456
H  -1.79677  -4.55103  -3.97131
H  -1.49096  -4.93856  -1.51098
H  -0.97618  -3.21730  -1.39143
H  0.66113  -5.60768  -0.90300
H  1.28547  -3.97261  -0.83777
H  2.05221  -5.10230  -1.95128
H  -3.57131  -4.49488  -2.50406
H  -3.44814  -2.82858  -2.26384
C  -6.33546  3.61696  -6.92679
C  -5.19699  3.39108  -5.85863
C  -4.21164  2.41966  -6.47604
O  -3.20529  2.07111  -5.55113
C  -3.50293  1.00295  -4.76405
N  -4.65891  4.65521  -5.54693
H  -7.02140  4.38888  -6.63591
H  -6.77619  2.61755  -7.06562
H  -5.93697  3.87382  -7.91801
H  -5.73171  3.01093  -4.98095
H  -3.76452  2.92963  -7.31567
H  -4.76315  1.50800  -6.74962
H  -4.39420  1.15548  -4.14053
H  -2.68926  0.80303  -4.08317
H  -3.78095  0.12203  -5.34718
H  -4.73280  5.31586  -6.29014
H  -3.88739  4.78572  -4.89976
C  -4.75688  -0.18401  -0.75500
C  -4.23082  -0.98738  0.38926
C  -5.19305  -2.03610  0.97480
O  -6.28489  -1.26508  1.42848
C  -7.38856  -2.02397  1.96390
N  -3.10606  -1.74079  -0.15865
H  -5.04340  -0.90536  -1.52711
H  -3.96495  0.35227  -1.26147
H  -5.56809  0.49636  -0.52553
H  -3.95126  -0.33352  1.20415
H  -4.72256  -2.63791  1.76363
H  -5.48375  -2.72126  0.20436
H  -8.09326  -1.25446  2.23039
H  -7.10155  -2.55945  2.86822
H  -7.75632  -2.75921  1.22766
H  -2.31894  -1.11395  -0.34269
H  -2.82973  -2.42879  0.54300
C  3.71193  -3.42274  -3.01365
C  4.95358  -2.84807  -3.71549
C  4.53081  -2.31481  -5.12828
O  3.72856  -1.21083  -4.96361
C  3.02654  -0.95466  -6.17309
N  5.44369  -1.78904  -2.86596
H  3.62369  -4.44052  -3.38692
H  2.82148  -2.89871  -3.39207
H  3.69495  -3.37589  -1.92698
H  5.72805  -3.61498  -3.81842
H  3.97664  -3.10182  -5.68330
H  5.41677  -2.01251  -5.72477
H  2.37944  -0.10613  -5.92432
H  2.38688  -1.82732  -6.40543
H  3.70531  -0.79508  -7.02199
H  4.77589  -1.06234  -2.72256
H  6.28055  -1.33223  -3.21805
C  -2.96745  -0.29007  3.87511
C  -2.66052  0.33738  5.22688
C  -2.02458  -0.63658  6.19658
O  -3.05814  -1.56018  6.54482
C  -2.63609  -2.50195  7.51521
N  -1.74570  1.53125  5.16385
H  -3.59333  -1.16861  3.89833
H  -1.97336  -0.50704  3.43767
H  -3.43653  0.41329  3.16787
H  -3.60518  0.70419  5.62401
H  -1.59079  -0.20136  7.12015
H  -1.24914  -1.22068  5.68843
H  -2.45025  -1.98569  8.47452
H  -1.68277  -2.97622  7.26510
H  -3.38974  -3.28126  7.57634
H  -2.07096  2.23321  4.50323
H  -0.88816  1.15364  4.80081
C  2.24199  5.17329  5.99810
C  1.36042  3.96293  5.64965
C  2.26092  2.89824  5.07981
O  1.42570  1.85415  4.62806
C  2.13559  0.61373  4.48591
N  0.70928  3.41934  6.79443
H  1.80540  5.90807  6.66808
H  2.59332  5.58970  5.04016
H  3.09716  4.83077  6.57147
H  0.61898  4.19671  4.88794
H  2.82030  2.50400  5.90812
H  2.93552  3.20359  4.26086
H  3.01201  0.75966  3.83333
H  1.44741  -0.10838  4.02587
H  2.46380  0.25796  5.47082
H  0.02707  4.04984  7.22652
H  0.15718  2.58017  6.59189
C  1.19132  -2.85453  6.08156
C  2.54578  -3.54596  5.77278
C  3.19632  -3.16709  4.44570
O  2.33115  -3.21961  3.41567
C  2.91628  -2.79231  2.16981
N  3.50187  -3.23437  6.83274
H  1.34562  -1.76538  6.01577
H  0.81547  -3.14012  7.08195
H  0.47526  -3.19004  5.29830
H  2.43386  -4.65299  5.76279
H  4.06976  -3.81766  4.25883
H  3.60752  -2.15514  4.63371
H  3.32212  -1.77335  2.16885
H  2.10601  -2.85098  1.44431
H  3.73129  -3.45861  1.87501
H  3.44447  -2.23589  6.94436
H  3.31545  -3.76176  7.66108
C  2.68181  3.91981  -3.37903
C  3.13341  2.82216  -4.25892
C  3.87403  3.34792  -5.49284
O  4.21227  2.25899  -6.34972
C  5.07444  2.71064  -7.34542
N  3.78991  1.80001  -3.41184
H  3.62174  4.38337  -2.99839
H  2.14409  3.69599  -2.48323
H  2.22067  4.70045  -4.00682
H  2.29610  2.22696  -4.68921
H  4.80833  3.86003  -5.27230
H  3.19349  4.03193  -6.04336
H  4.61753  3.51539  -7.91517
H  5.23208  1.77887  -7.89592
H  5.95990  3.17343  -6.92187
H  4.72191  2.04882  -3.11326
H  4.00590  0.98085  -3.99539
C  5.93233  0.80801  -0.45675
C  5.16360  1.65738  0.56975
C  4.59263  2.94492  -0.00495
O  3.74104  3.62401  0.99251
C  4.42045  4.47479  1.90579
N  4.19707  0.72293  1.24691
H  5.24116  0.40589  -1.22240
H  6.54314  0.05927  0.02556
H  6.71577  1.46750  -0.89295
H  5.91203  1.95966  1.34016
H  3.91052  2.72810  -0.81532
H  5.44067  3.54996  -0.26844
H  5.39142  4.73698  1.42719
H  4.72937  3.88627  2.75044
H  3.77116  5.31769  2.14729
H  3.46800  1.31248  1.66740
H  3.63475  0.22602  0.52146
C  0.09431  0.57045  -2.03931
C  1.11543  0.42939  -0.89672
C  0.44880  -0.21045  0.31490
O  -0.76469  0.39153  0.75044
C  -0.61506  1.64271  1.32896
N  2.30670  -0.31515  -1.22608
H  -0.74506  1.23932  -1.84279
H  -0.26583  -0.41943  -2.38649
H  0.60191  1.05635  -2.89838
H  1.44355  1.43392  -0.61408
H  1.10160  -0.15249  1.19713
H  0.27658  -1.29071  0.14688
H  0.18836  1.60753  2.09169
H  -1.55938  1.98888  1.72734
H  -0.26355  2.44920  0.68269
H  2.83755  0.26708  -1.89777
H  2.03271  -1.10051  -1.82474
C  -2.80350  4.48512  0.04907
C  -3.02252  4.26768  -1.37589
C  -1.79266  4.70507  -2.17944
O  -2.10775  4.30608  -3.52480
C  -0.96557  4.47940  -4.36640
N  -3.41751  2.87275  -1.52322
H  -2.74863  5.55021  0.26546
H  -1.90632  3.98505  0.40159
H  -3.59392  4.03000  0.64486
H  -3.84285  4.85374  -1.78738
H  -0.95130  4.09942  -1.84202
H  -1.47572  5.75069  -2.13179
H  -0.10061  3.99341  -3.92489
H  -0.75334  5.55475  -4.45632
H  -1.29104  4.16305  -5.35078
H  -3.37932  2.57831  -2.49257
H  -2.73172  2.28242  -1.06141

Results of the Löwdin charge analysis, in e, for atoms 1 through 8: -0.05, -0.44, -0.18, -0.22, -0.10, 0.03, 0.08, 0.05